# 1
C21H26ClFN2 | ωB97M-V/def2-TZVPD

Computed properties:
* total energy: -40419.4116 eV
* HOMO: -8.2 eV

XYZ file:
```
51
Properties=species:S:1:pos:R:3:forces:R:3:lowdin_charge:R:1
C 4.2483 0.6223 -3.1639 0.0 -0.1 0.0 -0.098
N 3.6351 -0.6143 -2.7294 0.1 -0.1 -0.1 -0.229
C 2.3817 -0.9130 -3.3908 -0.2 0.0 -0.1 -0.197
C 1.1957 -0.0660 -2.9089 0.1 -0.3 0.2 -0.130
C 1.0266 -0.2112 -1.3938 0.1 0.3 -0.1 -0.366
N 0.0049 0.7002 -0.8973 0.2 0.1 0.3 -0.016
C -1.3726 0.3941 -1.2189 -0.2 -0.1 0.0 -0.208
C -2.0107 -0.8171 -0.5176 0.2 0.2 0.0 -0.119
C -2.0845 -0.7707 1.0296 -0.1 -0.1 -0.3 -0.222
C -0.7250 -0.8803 1.6931 0.0 -0.1 0.2 -0.188
C -0.2761 0.0082 2.6643 0.0 -0.1 -0.1 -0.024
C 0.9609 -0.1513 3.2654 0.3 -0.2 0.0 0.004
C 1.7509 -1.2235 2.8997 -0.1 0.1 0.0 -0.288
F 2.9622 -1.3802 3.4749 -0.1 0.0 -0.1 0.058
C 1.3183 -2.1522 1.9710 0.1 0.0 0.1 -0.007
C 0.0798 -1.9766 1.3846 0.0 0.1 0.1 -0.040
C -2.9386 0.3859 1.4888 -0.1 -0.2 0.1 -0.196
C -4.2177 0.1258 1.9686 0.1 0.1 0.0 -0.020
C -5.0632 1.1445 2.3682 -0.1 0.2 0.0 -0.098
C -4.6270 2.4559 2.2884 0.1 -0.2 0.0 -0.677
Cl -5.6723 3.7417 2.7847 -0.1 0.1 0.1 0.669
C -3.3581 2.7442 1.8154 0.0 0.1 0.0 -0.089
C -2.5242 1.7135 1.4194 -0.1 0.0 0.0 -0.056
C 2.3541 0.1344 -0.7176 0.0 -0.3 -0.2 -0.125
C 3.4870 -0.7248 -1.2925 -0.1 0.1 0.2 -0.193
H 5.2209 0.7153 -2.6817 0.0 0.1 0.0 0.084
H 3.6627 1.5240 -2.9394 0.0 0.1 0.0 0.078
H 4.4026 0.5728 -4.2415 0.0 0.1 0.0 0.084
H 2.5194 -0.7844 -4.4668 0.0 -0.1 0.0 0.116
H 2.1618 -1.9698 -3.2016 0.0 0.0 -0.1 0.120
H 0.2967 -0.3932 -3.4323 -0.1 0.0 -0.1 0.105
H 1.3574 0.9869 -3.1432 0.0 0.1 0.0 0.117
H 0.7915 -1.2687 -1.1687 0.0 0.0 0.0 0.133
H 0.1095 0.7909 0.1084 0.1 0.0 -0.1 0.084
H -1.4350 0.2241 -2.2964 -0.1 0.1 0.0 0.109
H -1.9652 1.2870 -1.0021 0.0 -0.1 -0.2 0.104
H -3.0330 -0.9070 -0.8928 0.0 -0.1 0.0 0.121
H -1.4749 -1.7192 -0.8150 0.0 -0.1 0.0 0.098
H -2.6184 -1.6888 1.3137 0.0 0.2 0.0 0.144
H -0.8979 0.8326 2.9752 0.0 0.0 0.0 0.107
H 1.3091 0.5425 4.0141 0.1 0.1 0.1 0.120
H 1.9424 -2.9964 1.7239 0.1 -0.1 0.0 0.122
H -0.2700 -2.7209 0.6849 0.0 -0.1 -0.1 0.117
H -4.5660 -0.8952 2.0340 0.0 -0.1 0.0 0.116
H -6.0518 0.9235 2.7387 -0.1 0.0 0.0 0.105
H -3.0234 3.7680 1.7563 0.0 0.1 0.0 0.108
H -1.5389 1.9634 1.0585 0.1 0.0 0.0 0.111
H 2.2816 -0.0343 0.3588 0.0 0.0 0.1 0.099
H 2.5645 1.1927 -0.8795 0.0 0.1 0.0 0.117
H 4.4361 -0.4574 -0.8232 0.0 -0.1 0.0 0.118
H 3.2825 -1.7775 -1.0678 0.0 0.0 0.1 0.118
```
Positions in Å, forces in eV/Å.



# 2
C19H21N3O | ωB97M-V/def2-TZVPD

Computed properties:
* total energy: -26557.9064 eV
* HOMO: -8.8 eV

XYZ file:
```
44
Properties=species:S:1:pos:R:3:forces:R:3:lowdin_charge:R:1
C 2.6653 0.2787 1.8101 -1.0 1.3 1.1 -0.084
C 2.9821 1.4167 0.7606 1.7 -0.3 -0.8 -0.351
C 4.5658 1.3268 0.4659 -0.9 -1.0 0.5 -0.100
C 2.2737 1.2502 -0.6433 -0.1 -0.5 -0.1 -0.299
C 2.5824 -0.1576 -1.3464 0.1 1.4 -0.2 -0.063
C 0.7322 1.5841 -0.6504 0.7 1.3 -1.0 -0.144
O 0.0386 1.2578 0.5759 -0.8 -1.2 -0.9 -0.093
C -1.2558 0.7937 0.3660 -3.3 0.7 0.2 -0.194
C -2.3463 1.7352 0.6253 0.5 -2.4 -0.7 0.087
C -3.7925 1.3501 0.4835 1.4 -0.2 0.1 -0.194
N -4.7393 2.3280 0.7750 -1.6 -2.5 -0.7 0.089
C -6.0105 1.8634 0.6546 1.2 -0.9 -0.2 -0.097
C -6.3397 0.4621 0.2581 0.2 0.1 -0.1 -0.106
N -5.4490 -0.5131 -0.0672 0.0 3.7 1.3 0.096
C -4.1552 -0.0181 0.0685 2.3 -0.9 -0.2 -0.200
C -3.0239 -0.9790 -0.2101 1.4 1.8 0.6 0.063
C -1.6137 -0.6023 -0.0681 -1.7 0.1 -0.2 -0.086
C -0.5326 -1.6790 -0.3699 0.6 -0.6 1.0 -0.155
C 0.0759 -2.4483 0.7302 1.3 -0.7 -3.6 0.011
C 1.0883 -3.3966 0.2306 -1.4 1.5 -0.4 -0.063
C 1.3630 -3.4795 -1.1942 0.9 -1.0 0.3 -0.169
N 0.7941 -2.8187 -2.2564 -1.0 0.5 4.4 0.065
C -0.1356 -1.9467 -1.7421 -0.8 0.8 -0.4 -0.130
H 1.9111 0.7131 2.5401 0.7 -0.7 -0.8 0.080
H 2.1746 -0.6336 1.3813 0.8 0.8 0.3 0.054
H 3.5656 0.0327 2.4518 -0.9 0.1 -1.0 0.082
H 2.8358 2.4638 1.1689 -0.3 -1.3 -0.3 0.139
H 5.1191 1.7064 1.3654 -0.3 -0.1 -1.0 0.076
H 4.7869 0.2151 0.4184 0.0 1.3 -0.2 0.078
H 4.8537 1.8234 -0.4985 -0.1 -0.3 1.1 0.076
H 2.7603 2.0119 -1.3312 -0.7 -0.7 0.8 0.135
H 2.4302 -1.0308 -0.6642 0.1 0.7 -0.8 0.056
H 1.9187 -0.1906 -2.2590 0.7 -0.4 1.1 0.075
H 3.6410 -0.1114 -1.7427 -1.1 -0.4 0.6 0.083
H 0.2387 1.1446 -1.5722 0.4 0.2 1.2 0.130
H 0.6341 2.7089 -0.7846 0.0 -1.1 0.3 0.134
H -2.0764 2.7686 0.9444 -0.4 -1.0 -0.3 0.121
H -6.8443 2.5789 0.8714 0.9 -0.8 -0.2 0.107
H -7.4299 0.1845 0.2135 1.3 0.3 0.0 0.107
H -3.2734 -2.0363 -0.5027 0.2 1.3 0.3 0.123
H -0.1574 -2.3631 1.8154 0.1 0.1 -1.2 0.121
H 1.6448 -4.0501 0.9476 -0.5 0.7 -0.9 0.102
H 2.1765 -4.2044 -1.4924 -1.0 0.8 0.4 0.110
H -0.6768 -1.3392 -2.5269 0.6 -0.7 1.0 0.127
```
Positions in Å, forces in eV/Å.



# 3
C2H5N4 | ωB97M-V/def2-TZVPD

Computed properties:
* total energy: -8100.5625 eV
* charge: +1
* HOMO (alpha / beta): -14.5 / -14.5 eV

XYZ file:
```
11
Properties=species:S:1:pos:R:3:forces:R:3:lowdin_charge:R:1
C -1.2079 0.2549 0.1581 0.4 -0.2 -0.7 -0.299
C 0.2486 -0.3254 0.2521 3.0 -1.9 -1.8 0.166
N -1.6651 -0.9637 -0.0605 -0.7 0.8 -0.1 0.148
N -0.2561 -1.4680 -0.1146 1.3 2.8 1.4 0.110
N -1.7106 1.4876 0.0238 2.4 -1.7 0.8 0.238
N 2.5905 -0.4289 -0.1805 -4.5 -4.8 1.1 0.249
H 0.1826 -2.3470 -0.3896 -0.4 0.0 0.0 0.181
H -1.2324 2.3257 0.3433 0.0 -0.4 0.0 0.150
H -2.6770 1.4844 -0.0073 -2.4 0.5 -0.4 0.109
H 2.7255 0.3170 -0.7260 0.5 4.2 -2.5 -0.048
H 3.0019 -0.3366 0.7013 0.6 0.6 2.0 -0.003
```
Positions in Å, forces in eV/Å.



Sequential energy above the lowest of the compared OMol25 structures with the same formula, charge and spin output: 2.9 135.4 165.2 kcal per mole